Molecular formula: C15H18B2BrFINO5P
Method: DFT, ωB97M-V/def2-TZVPD

The energy above the lowest of the compared OMol25 structures with the same formula, charge and spin is 815.9 kJ/mol. The frontier orbital gap is 6.833 eV. For the strongest force on any atom, the calculation gives 0.1249 hartree/bohr. The charge is +1.

```
45
Properties=species:S:1:pos:R:3:mulliken_charge:R:1
C 4.72 -1.17 -0.91 -1.081
C 3.49 -0.46 -0.15 -0.027
B 2.28 0.01 -1.13 0.649
O 2.49 0.33 -2.54 -0.691
C 0.77 0.15 -0.58 0.463
C 0.41 1.60 -0.08 0.226
C 1.49 2.80 -0.17 -1.143
C 2.59 2.71 1.03 0.169
O 2.37 1.80 1.88 -0.447
I 4.24 4.11 1.11 0.104
C -0.99 1.98 0.56 0.220
C -1.36 3.43 1.11 0.258
C -2.91 3.71 1.36 -1.369
F -0.55 3.69 2.29 -0.319
C -2.05 0.86 0.69 -0.807
C -1.76 -0.57 0.17 0.561
C -2.86 -1.68 0.28 -0.194
B -4.36 -1.45 0.89 0.596
O -4.65 -2.08 2.16 -0.539
O -5.39 -0.67 0.27 -0.478
N -2.56 -3.02 -0.17 0.104
C -1.28 -3.37 -0.77 -0.613
C -0.10 -2.35 -0.97 -0.049
P 1.40 -3.09 -1.82 0.385
O 1.66 -4.60 -1.00 -0.524
Br 0.81 -3.67 -3.95 -0.218
C -0.34 -0.91 -0.46 0.168
H 5.68 -1.13 -0.26 0.350
H 4.51 -2.28 -1.09 0.199
H 5.00 -0.67 -1.90 0.270
H 3.95 0.43 0.44 0.186
H 3.07 -1.22 0.60 0.261
H 3.11 -0.32 -2.94 0.281
H 1.00 3.84 -0.02 0.387
H 1.99 2.86 -1.21 0.495
H -1.02 4.18 0.30 0.290
H -3.00 4.81 1.72 0.351
H -3.60 3.50 0.47 0.343
H -3.24 3.08 2.27 0.349
H -3.06 1.06 1.17 0.141
H -3.83 -2.49 2.51 0.325
H -6.22 -0.91 0.78 0.349
H -3.29 -3.75 -0.10 0.332
H -1.18 -4.47 -1.09 0.334
H 2.60 -4.61 -0.73 0.352
```